Arrangement a

{"formula": "C2H9NP", "method": "ωB97M-V/def2-TZVPD", "symbols": ["H", "H", "H", "N", "H", "C", "P", "H", "H", "C", "H", "H", "H"], "coordinates": [[3.248, 0.332, 0.017], [-2.105, 1.402, 0.076], [-2.435, -0.318, 0.161], [-0.420, -0.010, -0.545], [1.400, 1.152, 0.870], [0.383, -0.957, 0.089], [1.857, 0.268, 0.046], [-0.871, -0.159, -1.531], [0.639, -1.877, -0.516], [-1.629, 0.370, 0.234], [-0.069, -1.316, 1.054], [1.474, 0.629, -1.275], [-1.472, 0.483, 1.321]], "lowdin_charge": [-0.027, 0.116, 0.071, -0.274, -0.049, -0.365, 1.088, 0.193, 0.117, -0.112, 0.126, 0.029, 0.087], "homo_lumo_gap_ev": 9.901, "total_charge": 1, "lumo_energy_ha": -0.1626}

***

Arrangement b

{"formula": "C2H9NP", "method": "ωB97M-V/def2-TZVPD", "symbols": ["C", "H", "H", "H", "P", "H", "H", "H", "H", "C", "N", "H", "H"], "coordinates": [[-1.182, 0.236, -1.153], [-0.753, 0.804, 1.169], [0.494, -1.032, 2.076], [0.155, -1.348, -1.021], [0.424, 0.019, 1.293], [-0.430, 0.933, -1.415], [1.775, 1.507, 0.408], [-1.161, -1.588, 0.005], [2.854, 0.009, 0.842], [1.920, 0.518, 0.841], [-0.492, -0.866, -0.357], [-1.885, 0.892, -0.627], [-1.718, -0.084, -2.062]], "lowdin_charge": [-0.106, 0.036, -0.027, 0.141, 0.958, 0.066, 0.011, 0.133, 0.018, -0.264, -0.152, 0.081, 0.104], "homo_lumo_gap_ev": 9.645, "total_charge": 1, "lumo_energy_ha": -0.1433, "smiles": "C=[PH2][NH2+]C"}

***

Most stable: arrangement b

***

Arrangement a

{"formula": "C4H10N2O", "method": "ωB97M-V/def2-TZVPD", "symbols": ["H", "H", "C", "N", "H", "C", "O", "H", "H", "C", "H", "N", "H", "H", "C", "H", "H"], "coordinates": [[-2.467, -1.227, -1.897], [3.079, 0.286, 1.584], [-1.744, -0.393, -0.079], [-2.553, -1.123, -0.939], [1.320, -0.071, -1.300], [1.286, -0.209, 0.813], [-1.807, -0.567, 1.189], [0.975, 1.509, -0.634], [-2.540, -1.983, -0.307], [-0.799, 0.542, -0.699], [0.384, -0.696, 1.431], [2.181, 0.763, 1.511], [1.865, 1.657, 1.105], [-0.995, 1.517, -0.360], [0.726, 0.482, -0.444], [-0.905, 0.577, -1.749], [1.994, -1.065, 0.774]], "lowdin_charge": [-0.017, 0.039, -0.575, 0.086, 0.078, -0.338, -0.055, 0.045, 0.119, -0.320, 0.117, -0.062, 0.046, 0.065, -0.319, 0.014, 0.076], "homo_lumo_gap_ev": [3.118, 9.152], "total_charge": -1, "multiplicity": 2, "lumo_energy_ha": [0.1552, 0.1516]}

***

Arrangement b

{"formula": "C4H10N2O", "method": "ωB97M-V/def2-TZVPD", "symbols": ["H", "H", "C", "N", "H", "C", "H", "H", "N", "C", "C", "O", "H", "H", "H", "H", "H"], "coordinates": [[0.018, -0.064, -1.883], [-1.967, -1.941, 1.082], [0.342, 0.649, -1.204], [1.717, 1.225, 0.616], [0.033, 0.024, 1.355], [-1.452, -1.362, 0.304], [-1.692, 0.438, 1.401], [0.556, 1.481, -1.768], [-0.780, 1.047, -0.209], [1.427, 0.229, -0.286], [-0.972, 0.063, 0.794], [1.890, -1.062, -0.655], [1.134, -0.766, 0.249], [-0.670, -1.921, -0.092], [-2.023, -1.115, -0.630], [2.710, 1.156, 0.817], [-0.271, 1.919, 0.108]], "lowdin_charge": [0.071, 0.059, -0.178, -0.025, 0.099, -0.076, 0.053, 0.065, -0.095, -0.680, -0.351, -0.174, 0.076, 0.017, 0.077, -0.031, 0.092], "homo_lumo_gap_ev": [5.070, 7.539], "total_charge": -1, "multiplicity": 2, "lumo_energy_ha": [0.1571, 0.1554]}

***

Most stable: arrangement a

***

Arrangement a

{"formula": "C8H16N2O2", "method": "ωB97M-V/def2-TZVPD", "symbols": ["H", "C", "O", "H", "C", "H", "H", "C", "C", "N", "H", "H", "H", "H", "H", "H", "H", "H", "N", "O", "H", "C", "H", "H", "H", "C", "C", "C"], "coordinates": [[-1.329, -2.274, -0.556], [-0.248, -0.907, 1.982], [0.906, -1.564, -1.410], [-0.156, -1.985, 2.133], [-1.528, -1.277, -0.116], [1.336, -2.401, -1.693], [-2.843, 1.914, -0.676], [-0.942, 1.798, 0.216], [-2.360, 1.139, -0.139], [0.991, -1.427, -0.005], [-1.221, -0.582, 2.430], [-1.734, -0.028, -1.887], [-0.694, 2.724, -0.325], [0.608, -0.335, 2.422], [2.184, 2.653, -0.019], [2.833, -0.339, -0.564], [-0.822, 1.987, 1.276], [2.466, -0.665, 1.157], [1.473, 0.913, 0.382], [1.980, 1.854, -0.551], [-3.340, -0.525, -1.112], [-0.251, -0.672, 0.479], [-2.012, -1.597, 0.800], [0.159, 0.480, -1.111], [-2.934, 0.937, 0.811], [-2.266, -0.168, -0.928], [2.065, -0.409, 0.202], [0.057, 0.716, -0.037]], "lowdin_charge": [0.125, -0.021, -0.070, 0.091, -0.121, 0.120, 0.082, -0.099, -0.158, -0.085, 0.097, 0.115, 0.115, 0.094, 0.113, 0.132, 0.107, 0.102, -0.126, -0.044, 0.129, -0.449, 0.092, 0.143, 0.124, -0.177, -0.129, -0.305], "homo_lumo_gap_ev": 9.612, "lumo_energy_ha": 0.0337, "smiles": "C[C@@]12CCCC[C@H]1N(O)CN2O"}

***

Arrangement b

{"formula": "C8H16N2O2", "method": "ωB97M-V/def2-TZVPD", "symbols": ["H", "H", "C", "C", "H", "C", "H", "H", "O", "O", "H", "H", "C", "H", "H", "H", "C", "N", "H", "H", "C", "H", "H", "H", "C", "H", "N", "C"], "coordinates": [[-3.322, -0.639, -1.635], [-0.736, 1.952, 1.982], [-1.259, 0.958, 0.203], [0.890, -1.931, -1.184], [0.890, -1.256, 2.333], [-1.770, -0.178, -0.361], [0.580, -2.734, 1.305], [0.503, -2.961, -0.846], [-2.588, -0.040, -1.480], [-2.020, -1.479, 0.091], [0.834, 1.085, -1.539], [-2.394, 2.056, -1.130], [1.793, 0.770, -1.134], [-0.706, 0.202, 2.059], [1.666, -1.881, -1.858], [2.387, 0.033, -1.644], [-0.431, 1.039, 1.488], [1.453, 0.182, 0.091], [0.042, -1.544, -1.625], [1.323, 2.083, 0.842], [1.077, 1.100, 1.164], [1.711, 1.051, 2.050], [-1.253, -1.727, 0.672], [2.526, 1.599, -0.947], [1.105, -1.148, 0.147], [-1.634, 3.019, 0.091], [-1.601, 2.130, -0.428], [0.935, -1.741, 1.292]], "lowdin_charge": [0.109, 0.112, -0.293, 0.005, 0.099, -0.355, 0.041, 0.118, 0.019, 0.023, 0.094, 0.115, -0.068, 0.077, 0.042, 0.080, -0.091, -0.184, 0.040, 0.100, -0.151, 0.118, 0.080, 0.110, -0.393, 0.098, 0.069, -0.013], "homo_lumo_gap_ev": 7.813, "lumo_energy_ha": 0.0316, "smiles": "C=C(C)N(C)CCC(N)=C(O)O"}

***

Most stable: arrangement b